The following is a quantum chemistry calculation of one molecule with the formula C21H17N3O3 in a non-equilibrium geometry, from the OMol25 dataset.

Positions of all 44 atoms, in Å:
C -1.14465 -3.00922 -0.00306
C 0.18518 -2.31385 -0.00281
C 1.36073 -3.05320 -0.00103
C 2.59925 -2.44454 -0.00049
C 2.67696 -1.05294 -0.00187
C 3.97331 -0.41423 -0.00066
N 5.11540 -1.02974 0.00161
C 6.05826 -0.04136 0.00257
N 7.37589 -0.15928 0.00498
C 8.04440 0.97761 0.00554
C 7.46592 2.24851 0.00378
C 6.08649 2.39002 0.00121
C 5.37913 1.20579 0.00064
O 4.05423 0.94688 -0.00142
C 1.51276 -0.28862 -0.00391
C 0.27269 -0.91163 -0.00429
N -0.91643 -0.17737 -0.00584
C -1.10174 1.16089 -0.00835
O -0.24365 2.01403 -0.01088
C -2.58527 1.55461 -0.00725
O -3.40891 0.41211 -0.00402
C -4.77017 0.57580 0.00007
C -5.42236 1.80121 0.00054
C -6.80775 1.83833 0.00508
C -7.54776 0.67118 0.00907
C -6.89425 -0.55119 0.00845
C -5.51567 -0.60226 0.00400
H -1.00233 -4.08662 -0.00203
H -1.72413 -2.74648 -0.88890
H -1.72521 -2.74499 0.88165
H 1.29942 -4.13160 0.00010
H 3.51153 -3.01760 0.00108
H 9.12096 0.87280 0.00755
H 8.09886 3.12178 0.00444
H 5.59922 3.35276 -0.00020
H 1.57093 0.78711 -0.00514
H -1.77008 -0.72134 -0.00434
H -2.76052 2.17596 0.88137
H -2.76297 2.17266 -0.89769
H -4.86981 2.72735 -0.00263
H -7.30691 2.79586 0.00546
H -8.62604 0.71115 0.01261
H -7.46153 -1.46975 0.01150
H -4.99337 -1.54658 0.00350

Summary:
ΔE to the lowest compared entry with this formula, charge and spin, eV: 0.591
SMILES string: Cc1ccc(-c2nc3ncccc3o2)cc1NC(=O)COc1ccccc1
Highest occupied orbital energy, eV: -8.33

=====

The following is a quantum chemistry calculation of one molecule with the formula C21H17N3O5 in a non-equilibrium geometry, from the OMol25 dataset.

Positions of all 46 atoms, in Å:
C 0.23623 6.07511 -1.48491
O 0.72621 5.73554 -0.20660
C 1.71952 4.81175 -0.06300
C 2.43001 4.90331 1.13157
C 3.45102 4.02574 1.43587
C 3.78709 3.03313 0.53494
C 3.08670 2.91578 -0.65242
C 2.04964 3.78553 -0.96441
O 1.29099 3.66125 -2.11727
C 1.76390 2.82066 -3.14083
C 1.58952 1.31961 -2.86490
O 2.23895 0.48988 -3.45815
N 0.63259 1.07948 -1.93333
C 0.20270 -0.13362 -1.39963
C 0.67462 -1.36510 -1.85364
C 0.20687 -2.53067 -1.28632
C -0.73757 -2.48870 -0.25952
C -1.21596 -3.71786 0.32090
N -0.86932 -4.92989 -0.00694
N -1.54936 -5.77107 0.77813
C -2.29304 -5.04316 1.56423
C -3.18619 -5.52576 2.56927
C -3.47029 -6.81860 2.93991
C -4.41679 -6.72023 3.97906
C -4.63762 -5.38649 4.16349
O -3.90038 -4.65699 3.31815
O -2.12885 -3.72236 1.32492
C -1.20810 -1.25608 0.19425
C -0.74074 -0.09081 -0.37210
H 1.04907 6.27870 -2.18608
H -0.40813 5.29519 -1.89703
H -0.34670 6.98381 -1.33509
H 2.15081 5.69264 1.81126
H 3.98408 4.12307 2.36854
H 4.58539 2.34038 0.74959
H 3.34793 2.12164 -1.33429
H 1.15828 3.06802 -4.01970
H 2.81468 3.01610 -3.38338
H 0.19946 1.90480 -1.53324
H 1.40404 -1.39498 -2.64553
H 0.55955 -3.49147 -1.62446
H -3.04490 -7.70044 2.51002
H -4.87129 -7.52682 4.51609
H -5.27422 -4.85347 4.84193
H -1.93727 -1.22096 0.98931
H -1.10314 0.86438 -0.01869

Summary:
ΔE to the lowest compared entry with this formula, charge and spin, eV: 0.125
SMILES string: COc1ccccc1OCC(=O)Nc1ccc(-c2nnc(-c3ccco3)o2)cc1
Highest occupied orbital energy, eV: -7.98

=====

The following is a quantum chemistry calculation of one molecule with the formula C21H17N5O3S in a non-equilibrium geometry, from the OMol25 dataset.

Positions of all 47 atoms, in Å:
C -4.28166 -0.75009 -2.36363
C -3.53379 -0.32228 -1.10865
C -2.65324 -1.45685 -0.58808
N -1.95786 -1.07397 0.63009
C -2.43625 -1.47784 1.86112
O -3.41995 -2.18156 1.95294
C -1.66233 -1.00388 3.02459
C -2.07965 -1.39476 4.29607
C -1.39220 -0.98288 5.41781
C -0.27381 -0.17132 5.28077
C 0.15902 0.23023 4.03176
C -0.53276 -0.18230 2.89817
N -0.16515 0.17462 1.60917
C 0.83478 0.93872 1.03767
S 2.07812 1.74942 1.93620
C 2.98475 2.68719 0.61584
N 3.06424 1.99509 -0.61009
C 2.14306 2.25819 -1.65125
O 1.49641 3.26615 -1.72854
C 2.32883 1.14698 -2.60693
C 1.70065 0.88569 -3.80622
C 2.07980 -0.25920 -4.49867
C 3.05992 -1.10648 -4.00381
C 3.69340 -0.84306 -2.79450
C 3.31375 0.29066 -2.10503
C 3.76116 0.80419 -0.79255
O 4.54300 0.34152 -0.00161
N 0.71489 0.92165 -0.25973
N -0.34789 0.17114 -0.59766
C -0.87109 -0.27174 0.50977
H -3.58036 -1.02553 -3.14744
H -4.90305 0.06367 -2.72767
H -4.92074 -1.60476 -2.15430
H -4.24723 -0.04061 -0.33119
H -2.90105 0.53908 -1.32915
H -1.90024 -1.71844 -1.33419
H -3.26212 -2.32859 -0.33921
H -2.95192 -2.02672 4.36428
H -1.72067 -1.29069 6.39814
H 0.26947 0.15266 6.15497
H 1.02937 0.85787 3.93339
H 3.96964 2.85188 1.05547
H 2.44883 3.62428 0.45423
H 0.93532 1.54634 -4.18083
H 1.60079 -0.49541 -5.43734
H 3.33228 -1.98865 -4.56417
H 4.45352 -1.49960 -2.40003

Summary:
ΔE to the lowest compared entry with this formula, charge and spin, eV: 0.163
SMILES string: CCCn1c(=O)c2ccccc2n2c(SCN3C(=O)c4ccccc4C3=O)nnc12
Highest occupied orbital energy, eV: -8.39

=====

The following is a quantum chemistry calculation of C21H17N6O3SV as an isolated structure in a non-equilibrium geometry, from the OMol25 dataset.

Positions of all 49 atoms, in Å:
V -0.40295 1.68085 -15.98752
N -0.33455 2.27599 -19.84782
C -0.42775 1.72425 -18.66403
S 1.07650 1.46207 -17.78234
N -1.64344 1.41204 -18.24792
N -1.76293 0.80676 -17.04125
C -2.52693 -0.23892 -16.78635
C -2.32431 -0.99297 -15.60368
C -3.41061 -1.57944 -14.92645
C -3.18763 -2.23765 -13.72340
C -1.88734 -2.49106 -13.28325
C -0.81463 -2.07131 -14.01221
C -0.96707 -1.08385 -15.02474
O 0.01970 -0.33534 -15.45334
H 0.53270 2.50546 -20.27547
H -1.17278 2.21009 -20.39601
H -3.35298 -0.55039 -17.47164
H -4.45052 -1.47231 -15.27044
H -4.02179 -2.57060 -13.11060
H -1.64288 -3.04541 -12.36810
H 0.18440 -2.30380 -13.67644
O 1.06224 6.17751 -19.76679
C -0.20713 6.39370 -19.89278
C -0.81079 7.10979 -21.02773
C -2.13713 6.95986 -21.31272
C -2.94813 6.28882 -20.34992
C -2.45819 5.78586 -19.14949
C -1.07306 5.79694 -18.91034
C -0.49655 5.06003 -17.73896
O 0.81788 4.91850 -17.66150
N -1.36096 4.45854 -16.90527
N -0.79567 3.56756 -16.06070
C -1.48603 3.31678 -14.91963
C -0.81818 2.63682 -13.85482
C -1.39046 2.38778 -12.56472
C -0.68319 1.54652 -11.72522
C 0.52725 0.92717 -12.14745
C 0.98962 1.19390 -13.40988
N 0.33343 2.06561 -14.23095
H 1.16038 5.41671 -18.51288
H -0.14528 7.73671 -21.63046
H -2.58315 7.27998 -22.26083
H -4.02694 6.19767 -20.60132
H -3.12011 5.32071 -18.44654
H -2.54200 3.67662 -14.89401
H -2.32354 2.87188 -12.33350
H -1.09643 1.29131 -10.75446
H 1.13164 0.30789 -11.54060
H 1.89029 0.75305 -13.84047

Summary:
ΔE to the lowest compared entry with this formula, charge and spin, eV: 1.889
Highest occupied orbital energy (spin up / spin down), eV: -7.29 / -7.01
Multiplicity: 3
⟨S²⟩: 2.101

=====

The following is a quantum chemistry calculation of a 2-piece molecular cluster, C21H17NO2 overall in a non-equilibrium geometry, from the OMol25 dataset.

Positions of all 41 atoms, in Å:
N 0.80924 3.05673 1.31628
O -0.30262 3.62005 1.35949
O 1.89790 3.66650 1.26011
C -3.90013 -1.79600 -2.99110
C -3.45813 -2.44576 -1.82819
C -2.33187 -1.98345 -1.14292
C -1.60543 -0.87757 -1.63785
C -0.44248 -0.34516 -0.92913
C -0.40055 -0.34768 0.47936
C 0.64735 0.08259 1.28849
C 0.68380 -0.05083 2.72282
C 1.84836 0.31187 3.44440
C 1.91190 0.17784 4.83039
C 0.82400 -0.35274 5.54369
C -0.32970 -0.73894 4.84642
C -0.40372 -0.60117 3.45699
C 0.66779 0.18625 -1.71524
C 1.34106 1.32689 -1.26782
C 2.44089 1.85276 -1.93731
C 2.89307 1.22107 -3.10321
C 2.20681 0.10605 -3.61022
C 1.10198 -0.40894 -2.93002
C -2.05255 -0.24177 -2.81898
C -3.19914 -0.68232 -3.47032
H -4.80266 -2.13887 -3.50331
H -3.99698 -3.32250 -1.45727
H -1.96994 -2.50413 -0.24945
H -1.31055 -0.72832 0.96422
H 1.57988 0.38959 0.83206
H 2.71220 0.66150 2.87058
H 2.82152 0.48098 5.35828
H 0.87117 -0.44039 6.62747
H -1.18077 -1.16324 5.39241
H -1.28243 -0.98082 2.92707
H 0.96127 1.83359 -0.37819
H 2.92792 2.74613 -1.53521
H 3.77518 1.60076 -3.62044
H 2.53632 -0.37149 -4.53739
H 0.58025 -1.28290 -3.31635
H -1.51506 0.63253 -3.19193
H -3.55513 -0.14871 -4.34866

Summary:
ΔE to the lowest compared entry with this formula, charge and spin, eV: 5.264
Highest occupied orbital energy, eV: -6.77

=====

The following is a quantum chemistry calculation of C21H18BBrClF2N4O3Tc as an isolated structure, from the OMol25 dataset.

Positions of all 52 atoms, in Å:
Tc -0.12990 -0.69353 0.08226
O -0.30445 1.57057 -5.35501
C -1.25267 0.67367 -4.99618
C -2.08794 0.03361 -5.90670
C -3.01965 -0.87586 -5.44978
C -3.15176 -1.16759 -4.08793
C -2.33132 -0.52604 -3.19264
C -1.36936 0.39416 -3.63479
C -0.45981 1.07336 -2.69308
O 0.50790 0.18404 -2.08569
N -1.18555 1.64037 -1.52193
N -0.88463 1.29163 -0.29334
C -1.37755 2.02921 0.71922
C -1.08829 1.73118 2.03280
Br 0.08632 0.26481 2.33604
C -1.56744 2.55987 3.07731
C -1.46408 2.54088 4.46181
C -1.01749 1.43955 5.26278
C -0.95459 1.57131 6.61774
C -1.30719 2.79500 7.22269
C -1.76346 3.88472 6.47806
C -1.87381 3.75143 5.12004
H -0.29202 1.70007 -6.31243
H -2.00613 0.24679 -6.96533
H -3.66676 -1.36587 -6.16526
H -3.89957 -1.87249 -3.75475
H -2.44594 -0.71603 -2.12845
H 0.07708 1.88817 -3.18189
H -1.80344 2.43081 -1.69266
H -2.00415 2.88805 0.49681
H -2.10068 3.41737 2.67264
H -0.79210 0.48656 4.80949
H -0.64895 0.74237 7.24082
H -1.23985 2.88228 8.30077
H -2.04236 4.80635 6.96890
H -2.24783 4.57242 4.52044
O -2.69635 -1.81032 0.63503
N -1.67566 -1.35586 0.41929
Cl 3.91173 -4.06396 2.19016
C 2.58318 -3.91904 1.12516
C 2.19741 -4.96673 0.29893
C 1.11116 -4.78142 -0.53885
C 0.44930 -3.57003 -0.53211
N 0.82240 -2.55706 0.27146
C 1.87517 -2.73270 1.08971
H 2.74123 -5.90216 0.31958
H 0.77469 -5.57052 -1.19643
H -0.40487 -3.39589 -1.17513
H 2.16406 -1.90705 1.72613
F 2.39475 1.65885 -2.02518
B 1.70467 0.65924 -1.60419
F 2.01839 0.00212 -0.44359

Summary:
ΔE to the lowest compared entry with this formula, charge and spin, eV: 0.010
Charge: +3
Highest occupied orbital energy (spin up / spin down), eV: -16.36 / -16.35
Multiplicity: 2
⟨S²⟩: 0.850

=====

The following is a quantum chemistry calculation of C21H18Br2N3O2Pt as an isolated structure, from the OMol25 dataset.

Positions of all 47 atoms, in Å:
Pt -1.83586 -0.19422 -0.47699
O 0.76304 -1.66754 -2.89157
C 1.64459 -0.64859 -3.02990
C 2.91769 -0.96836 -3.50113
C 3.87262 0.01232 -3.67398
C 3.57631 1.34256 -3.39026
C 2.31435 1.65865 -2.92822
C 1.33811 0.68050 -2.72504
C 0.01528 1.14161 -2.14892
O -0.98601 0.16086 -2.21160
N 0.22553 1.59814 -0.72304
N -0.28785 0.78369 0.23309
C 0.14658 0.71689 1.43812
C -0.56570 -0.04122 2.45524
Br -2.23890 -0.83194 1.86211
C -0.20416 -0.26562 3.71759
C 0.97219 0.32168 4.37883
C 1.26735 1.68112 4.27576
C 2.38095 2.20237 4.91507
C 3.20625 1.37221 5.65995
C 2.90536 0.02242 5.78426
C 1.78624 -0.49982 5.15858
H -0.08962 -1.26573 -2.64390
H 3.12608 -2.00496 -3.73020
H 4.85277 -0.25771 -4.04407
H 4.31394 2.11767 -3.54323
H 2.06346 2.69839 -2.73643
H -0.31328 2.04197 -2.67571
H 1.17085 1.91315 -0.52586
H 1.05234 1.23779 1.72656
H -0.80963 -0.94257 4.31169
H 0.59861 2.34006 3.73489
H 2.59570 3.26014 4.84422
H 4.07504 1.78026 6.15846
H 3.53953 -0.62271 6.37688
H 1.54738 -1.55097 5.26369
Br -6.45980 0.17398 -3.79390
C -5.30378 -0.93576 -2.82187
C -5.49809 -2.30612 -2.76932
C -4.60050 -3.07288 -2.04447
C -3.55546 -2.45366 -1.39112
N -3.38557 -1.12418 -1.43836
C -4.23550 -0.37258 -2.14892
H -6.32920 -2.76134 -3.29002
H -4.70468 -4.14652 -1.98723
H -2.82276 -3.01300 -0.82705
H -4.04179 0.68956 -2.18271

Summary:
ΔE to the lowest compared entry with this formula, charge and spin, eV: 0.175
Charge: +1
Highest occupied orbital energy, eV: -10.67

=====

The following is a quantum chemistry calculation of C21H18Br2NOPtS4 as an isolated structure in a non-equilibrium geometry, from the OMol25 dataset.

Positions of all 48 atoms, in Å:
Pt -0.20843 1.20092 0.09186
O 2.80500 -2.56814 5.39853
C 2.26727 -1.99220 4.49831
S 0.57071 -2.21146 4.05165
C 0.51547 -1.06487 2.70461
C 1.70657 -0.42276 2.41832
S 2.01048 0.68024 1.17997
S 3.07897 -0.82182 3.45457
S -0.96288 -0.86889 1.92058
Br -3.52671 0.76571 -0.64497
C -1.91786 1.80452 -0.93172
Br 1.02323 3.14424 -1.39073
H -2.18324 2.83373 -0.66478
H -1.73600 1.75877 -2.00853
C 2.15131 -0.52920 -2.03421
C 0.66204 -0.80733 -2.28948
C 0.25909 0.02252 -3.52926
C -0.22108 -0.47236 -1.13835
C 0.46212 -2.30236 -2.51199
C 0.88366 -3.19268 -1.52562
C 0.74250 -4.55749 -1.68497
C 0.15582 -5.06812 -2.83126
C -0.29760 -4.19646 -3.80425
C -0.14735 -2.82768 -3.64760
H 2.31237 0.53072 -1.85595
H 2.72599 -0.82352 -2.91015
H 2.52884 -1.07310 -1.17280
H 0.47881 1.07049 -3.34122
H -0.80452 -0.07485 -3.73608
H 0.83146 -0.29731 -4.39879
H -1.15217 -1.04037 -1.09459
H 1.31480 -2.80972 -0.61441
H 1.08344 -5.22718 -0.90867
H 0.03380 -6.13470 -2.95582
H -0.77766 -4.58043 -4.69574
H -0.52081 -2.18078 -4.42513
N -2.40123 5.95143 5.37763
C -2.02206 5.18327 4.61238
C -1.58559 4.24221 3.65813
C -2.46497 3.25782 3.20399
C -2.05179 2.35487 2.24597
C -0.77243 2.41860 1.70306
C 0.11635 3.37296 2.19242
C -0.28196 4.27982 3.15962
H -3.46876 3.21249 3.60193
H -2.75695 1.59740 1.92731
H 1.13004 3.44154 1.81984
H 0.41190 5.02152 3.52639

Summary:
Charge: -1
Highest occupied orbital energy (spin up / spin down), eV: -4.34 / -4.24